[1]
Density functional theory data (ωB97M-V/def2-TZVPD) for 5 unconnected molecules or ions with the total composition C23H33ClO16S in a non-equilibrium geometry.

- HOMO: -9.49 eV
- Strongest force on any atom: 0.0887 hartree/bohr
- Frontier orbital gap: 9.632 eV

Last columns: bonded neighbours and bond lengths (Å).
Cartesian coordinates (Å):
1 C -1.54629 2.25263 -0.31999  C2 1.616, H18 1.135, H19 1.152, H20 1.148
2 C -0.22096 1.67250 -1.04060  C1 1.616, C3 1.620, H21 1.137, H22 1.153
3 C -0.50062 0.09831 -1.29918  C2 1.620, Cl4 1.866, C5 1.602, H23 1.136
4 Cl -1.75426 -0.08152 -2.67012  C3 1.866
5 C 0.79583 -0.72456 -1.75504  C3 1.602, C6 1.595, O12 1.477, C16 1.628
6 C 1.77781 -1.37726 -0.68117  C5 1.595, C7 1.600, H24 1.154, H25 1.155
7 C 1.19387 -1.53428 0.80069  C6 1.600, O8 1.472, H26 1.154, H27 1.143
8 O 0.72864 -2.89485 1.11621  C7 1.472, C9 1.423
9 C -0.34158 -3.28259 0.26251  O8 1.423, C10 1.590, O11 1.257
10 C -1.84732 -2.78024 0.35913  C9 1.590, H28 1.143, H29 1.154, H30 1.156
11 O -0.08359 -4.13703 -0.62300  C9 1.257
12 O 0.35818 -1.88841 -2.55180  C5 1.477, C13 1.441
13 C 1.31474 -2.20384 -3.58247  O12 1.441, O14 1.239, C15 1.595
14 O 1.71182 -3.31695 -3.95449  C13 1.239
15 C 1.83655 -0.81664 -4.17233  C13 1.595, C16 1.631, H31 1.148, H32 1.135
16 C 1.44549 0.18023 -2.94221  C5 1.628, C15 1.631, S17 1.862, H33 1.145
17 S 2.90469 1.26608 -2.54337  C16 1.862, H34 1.404
18 H -1.34392 3.31626 0.02148  C1 1.135
19 H -1.84179 1.54883 0.54239  C1 1.152
20 H -2.42109 2.19886 -1.06123  C1 1.148
21 H 0.71112 1.76957 -0.39720  C2 1.137
22 H -0.13748 2.25016 -2.03467  C2 1.153
23 H -1.02512 -0.28847 -0.36916  C3 1.136
24 H 2.14287 -2.42480 -0.99768  C6 1.154
25 H 2.74479 -0.75375 -0.58396  C6 1.155
26 H 2.08790 -1.37756 1.51298  C7 1.154
27 H 0.42750 -0.74293 1.10406  C7 1.143
28 H -2.16256 -2.07579 -0.48411  C10 1.143
29 H -2.50712 -3.71899 0.23595  C10 1.154
30 H -2.12306 -2.36318 1.40112  C10 1.156
31 H 1.15927 -0.45380 -5.02495  C15 1.148
32 H 2.91803 -0.73042 -4.50679  C15 1.135
33 H 0.74980 0.91161 -3.48343  C16 1.145
34 H 3.97724 0.59421 -3.15188  S17 1.404
35 C 4.92243 4.06258 0.32867  C36 1.499, O40 1.422, H41 1.091, H42 1.094
36 C 4.75040 3.17335 1.52265  C35 1.499, O37 1.421, H43 1.094, H44 1.091
37 O 3.36739 3.30304 1.82011  C36 1.421, C38 1.360
38 C 2.74448 3.68511 0.67281  O37 1.360, O39 1.196, O40 1.360
39 O 1.55708 3.72292 0.53062  C38 1.196
40 O 3.64380 4.01768 -0.29155  C35 1.422, C38 1.360
41 H 5.69628 3.70352 -0.35121  C35 1.091
42 H 5.14483 5.09717 0.60543  C35 1.094
43 H 4.96770 2.12484 1.29896  C36 1.094
44 H 5.36139 3.48873 2.36943  C36 1.091
45 C -1.64210 4.44677 -3.78558  C46 1.499, O50 1.421, H51 1.091, H52 1.094
46 C -1.41036 5.92372 -3.67439  C45 1.499, O47 1.421, H53 1.094, H54 1.091
47 O -2.35877 6.32354 -2.69531  C46 1.421, C48 1.361
48 C -2.64550 5.22615 -1.94241  O47 1.361, O49 1.196, O50 1.362
49 O -3.27973 5.25025 -0.92919  C48 1.196
50 O -2.11596 4.09817 -2.49172  C45 1.421, C48 1.362
51 H -0.72995 3.89812 -4.02579  C45 1.091
52 H -2.41111 4.19743 -4.52252  C45 1.094
53 H -0.40615 6.16398 -3.31311  C46 1.094
54 H -1.58178 6.44508 -4.61720  C46 1.091
55 C 1.49633 -4.93600 4.07110  C56 1.498, O60 1.422, H61 1.091, H62 1.094
56 C 2.83176 -4.91834 3.39280  C55 1.498, O57 1.422, H63 1.094, H64 1.091
57 O 3.69407 -4.40396 4.39990  C56 1.422, C58 1.362
58 C 3.10687 -4.66127 5.60132  O57 1.362, O59 1.196, O60 1.361
59 O 3.64240 -4.51008 6.66051  C58 1.196
60 O 1.83282 -5.11265 5.44126  C55 1.422, C58 1.361
61 H 0.86121 -5.75015 3.71964  C55 1.091
62 H 0.95725 -3.99098 3.95905  C55 1.094
63 H 3.17245 -5.91927 3.11214  C56 1.094
64 H 2.84153 -4.28010 2.50822  C56 1.091
65 C -6.63909 -1.42615 1.81061  C66 1.499, O70 1.422, H71 1.091, H72 1.094
66 C -6.41357 -2.42702 2.90327  C65 1.499, O67 1.421, H73 1.094, H74 1.091
67 O -5.00362 -2.60628 2.88574  C66 1.421, C68 1.360
68 C -4.46441 -1.48696 2.33339  O67 1.360, O69 1.199, O70 1.359
69 O -3.29219 -1.23769 2.32018  C68 1.199
70 O -5.42462 -0.68742 1.79895  C65 1.422, C68 1.359
71 H -7.48924 -0.77304 2.01145  C65 1.091
72 H -6.77594 -1.89678 0.83281  C65 1.094
73 H -6.70982 -2.04865 3.88581  C66 1.094
74 H -6.92796 -3.37074 2.71746  C66 1.091

Mulliken atomic charges, in units of e:
1. C -1.127
2. C 0.666
3. C -0.471
4. Cl -0.152
5. C 1.278
6. C -0.873
7. C -0.368
8. O -0.339
9. C 0.657
10. C -0.808
11. O -0.578
12. O -0.217
13. C 0.332
14. O -0.579
15. C -0.395
16. C -0.189
17. S -0.133
18. H 0.246
19. H 0.337
20. H 0.268
21. H -0.107
22. H -0.158
23. H -0.122
24. H 0.319
25. H 0.345
26. H 0.338
27. H 0.177
28. H 0.194
29. H 0.401
30. H 0.397
31. H 0.245
32. H 0.308
33. H 0.015
34. H 0.154
35. C -0.301
36. C -0.324
37. O -0.307
38. C 0.674
39. O -0.558
40. O -0.288
41. H 0.276
42. H 0.281
43. H 0.238
44. H 0.300
45. C -0.211
46. C -0.384
47. O -0.349
48. C 0.593
49. O -0.519
50. O -0.190
51. H 0.216
52. H 0.248
53. H 0.263
54. H 0.319
55. C -0.121
56. C -0.130
57. O -0.334
58. C 0.606
59. O -0.528
60. O -0.345
61. H 0.315
62. H 0.172
63. H 0.266
64. H 0.118
65. C -0.315
66. C -0.312
67. O -0.300
68. C 0.620
69. O -0.571
70. O -0.287
71. H 0.284
72. H 0.263
73. H 0.275
74. H 0.289


[2]
Density functional theory data (ωB97M-V/def2-TZVPD) for 2 unconnected molecules or ions with the total composition C6H11N3O in a non-equilibrium geometry.

- HOMO: -8.28 eV
- Strongest force on any atom: 0.0347 hartree/bohr
- ΔE to the lowest compared entry with this formula, charge and spin: 0.429 eV
- Frontier orbital gap: 9.028 eV

Last columns: bonded neighbours and bond lengths (Å).
Cartesian coordinates (Å):
1 C 1.54679 0.61220 -3.76175  C3 1.469, H10 1.087, H11 1.089, H12 1.103
2 C 0.39219 -0.28056 -0.53258  N5 1.309, N6 1.345, H7 1.074
3 C 1.37890 0.36701 -2.32262  C1 1.469, C4 1.371, N5 1.397
4 C 2.10705 0.85855 -1.27003  C3 1.371, N6 1.396, H9 1.077
5 N 0.24992 -0.29490 -1.83402  C2 1.309, C3 1.397
6 N 1.50845 0.34548 -0.11797  C2 1.345, C4 1.396, H8 1.003
7 H -0.43845 -0.70153 0.00156  C2 1.074
8 H 1.84866 0.41790 0.82281  N6 1.003
9 H 3.12049 1.22135 -1.23327  C4 1.077
10 H 2.18608 1.47539 -3.92882  C1 1.087
11 H 0.61294 0.55557 -4.31913  C1 1.089
12 H 2.13487 -0.20275 -4.21739  C1 1.103
13 C -2.05212 -1.38729 3.11286  C14 1.515, H17 1.086, H18 1.087, H21 1.097
14 C -1.25398 -0.32049 2.39137  C13 1.515, O15 1.215, N16 1.369
15 O -0.04175 -0.24622 2.37780  C14 1.215
16 N -2.03429 0.68408 1.88586  C14 1.369, H19 1.008, H20 0.997
17 H -3.11373 -1.16787 3.17948  C13 1.086
18 H -1.64177 -1.61779 4.09278  C13 1.087
19 H -1.54352 1.35530 1.31567  N16 1.008
20 H -3.02813 0.64149 1.81914  N16 0.997
21 H -1.93861 -2.31491 2.53825  C13 1.097

Mulliken atomic charges, in units of e:
1. C -1.161
2. C -0.144
3. C 0.734
4. C -0.566
5. N -0.667
6. N 0.015
7. H 0.360
8. H 0.207
9. H 0.332
10. H 0.316
11. H 0.321
12. H 0.249
13. C -1.026
14. C 0.667
15. O -0.592
16. N -0.359
17. H 0.334
18. H 0.279
19. H 0.277
20. H 0.172
21. H 0.252


[3]
Density functional theory data (ωB97M-V/def2-TZVPD) for a single C4H7ClS2 molecule in a non-equilibrium geometry.

- HOMO: -8.78 eV
- Strongest force on any atom: 0.0569 hartree/bohr
- ΔE to the lowest compared entry with this formula, charge and spin: 0.625 eV
- Frontier orbital gap: 8.429 eV

Last columns: bonded neighbours and bond lengths (Å).
Cartesian coordinates (Å):
1 C 3.40837 -0.99374 -0.07436  C2 1.519, H5 1.148, H6 1.063, H7 1.077
2 C 2.31233 0.02243 -0.34338  C1 1.519, H8 1.116, H9 1.115, S12 1.795
3 C -0.47670 0.56632 0.18343  C4 1.581, S12 1.735, S13 1.613
4 C -1.75298 -0.07502 0.86095  C3 1.581, H10 1.147, H11 1.062, Cl14 1.809
5 H 3.23928 -2.07886 -0.40715  C1 1.148
6 H 4.32739 -0.65613 -0.48931  C1 1.063
7 H 3.59411 -1.15016 0.97475  C1 1.077
8 H 2.58930 0.85969 0.33989  C2 1.116
9 H 2.23165 0.34607 -1.40706  C2 1.115
10 H -1.37645 -0.84703 1.62094  C4 1.147
11 H -2.38843 0.66520 1.28104  C4 1.062
12 S 0.76616 -0.64106 0.28069  C2 1.795, C3 1.735
13 S -0.15060 2.10940 -0.15257  C3 1.613
14 Cl -2.53011 -1.04424 -0.45429  C4 1.809

Mulliken atomic charges, in units of e:
1. C -1.262
2. C -0.262
3. C 0.189
4. C -0.484
5. H 0.292
6. H 0.370
7. H 0.367
8. H 0.303
9. H 0.380
10. H 0.257
11. H 0.364
12. S -0.099
13. S -0.263
14. Cl -0.151


[4]
Density functional theory data (ωB97M-V/def2-TZVPD) for 2 unconnected molecules or ions with the total composition C3H2FNO3 in a non-equilibrium geometry.

- HOMO (alpha / beta): -10.48 / -10.38 eV
- Strongest force on any atom: 0.1310 hartree/bohr
- ΔE to the lowest compared entry with this formula, charge and spin: 6.707 eV
- Frontier orbital gap (alpha / beta): 8.180 / 8.226 eV

Last columns: bonded neighbours and bond lengths (Å).
Cartesian coordinates (Å):
1 C -0.38642 0.19304 1.07568  C2 1.327, H9 1.192, H10 1.146
2 C -1.39078 0.64642 0.33713  C1 1.327, N4 1.337
3 C -3.22736 -1.00745 0.23224  O6 1.152, F8 1.313
4 N -1.79231 1.79349 -0.22080  C2 1.337, O5 1.227, O7 1.220
5 O -2.73760 2.36466 0.31363  N4 1.227
6 O -4.01725 -1.16441 1.05580  C3 1.152
7 O -1.15251 2.15132 -1.19598  N4 1.220
8 F -3.10638 -1.73929 -0.85140  C3 1.313
9 H 0.40821 0.96276 1.52041  C1 1.192
10 H -0.32141 -0.83162 1.58516  C1 1.146

Mulliken atomic charges, in units of e:
1. C -0.566
2. C 0.260
3. C 0.467
4. N 0.770
5. O -0.487
6. O -0.288
7. O -0.482
8. F -0.150
9. H 0.231
10. H 0.247


strongest force on any atom of number 4 (C3H2FNO3)?
0.1310 hartree/bohr


What is the formula in the first record?
C23H33ClO16S


What did the fourth record say?
Density functional theory data (ωB97M-V/def2-TZVPD) for 2 unconnected molecules or ions with the total composition C3H2FNO3 in a non-equilibrium geometry.

- HOMO (alpha / beta): -10.48 / -10.38 eV
- Strongest force on any atom: 0.1310 hartree/bohr
- ΔE to the lowest compared entry with this formula, charge and spin: 6.707 eV
- Frontier orbital gap (alpha / beta): 8.180 / 8.226 eV

Last columns: bonded neighbours and bond lengths (Å).
Cartesian coordinates (Å):
1 C -0.38642 0.19304 1.07568  C2 1.327, H9 1.192, H10 1.146
2 C -1.39078 0.64642 0.33713  C1 1.327, N4 1.337
3 C -3.22736 -1.00745 0.23224  O6 1.152, F8 1.313
4 N -1.79231 1.79349 -0.22080  C2 1.337, O5 1.227, O7 1.220
5 O -2.73760 2.36466 0.31363  N4 1.227
6 O -4.01725 -1.16441 1.05580  C3 1.152
7 O -1.15251 2.15132 -1.19598  N4 1.220
8 F -3.10638 -1.73929 -0.85140  C3 1.313
9 H 0.40821 0.96276 1.52041  C1 1.192
10 H -0.32141 -0.83162 1.58516  C1 1.146

Mulliken atomic charges, in units of e:
1. C -0.566
2. C 0.260
3. C 0.467
4. N 0.770
5. O -0.487
6. O -0.288
7. O -0.482
8. F -0.150
9. H 0.231
10. H 0.247